(a)
The following is a quantum chemistry calculation of a structure of composition C5H5NO2, from OMol25.

Geometry as ORCA input:
```
! RIJCOSX wB97M-V def2-TZVPD def2/J DEFGRID3
* xyz 0 1
C 0.88 -0.25 -0.08
C 1.15 1.02 0.12
C -0.16 1.66 -0.17
C -1.46 -0.21 -0.06
C -0.29 -0.95 -0.45
H 2.77 -0.70 0.70
H 2.23 1.41 0.41
H -0.23 2.80 0.11
H -2.35 -1.73 0.22
H -0.31 -2.08 -0.61
N -1.48 1.10 -0.32
O 1.92 -1.24 -0.11
O -2.67 -0.84 0.24
*
```

Computed properties:
frontier orbital gap = 9.20 eV
E_HOMO = -9.10 eV

How positive or negative is each atom? The Mulliken charges in e answer that: atom 1 (C): 1.16, atom 2 (C): -0.61, atom 3 (C): -0.27, atom 4 (C): 0.53, atom 5 (C): -0.62, atom 6 (H): 0.35, atom 7 (H): 0.17, atom 8 (H): 0.29, atom 9 (H): 0.30, atom 10 (H): 0.25, atom 11 (N): -0.51, atom 12 (O): -0.59, atom 13 (O): -0.44

=====

(b)
The following is a quantum chemistry calculation of a structure of composition C5H5NO2, from OMol25.

Geometry as ORCA input:
```
! RIJCOSX wB97M-V def2-TZVPD def2/J DEFGRID3
* xyz 0 1
C -2.54 -0.28 -0.15
C 0.96 -0.17 0.62
C 1.13 -1.38 -0.22
C 1.54 0.97 -0.01
C 1.77 2.20 -0.36
H -3.19 -0.39 -0.94
H -2.96 -0.05 0.72
H 1.01 -0.30 1.72
H -0.05 -1.79 -0.84
H 1.71 3.35 -0.48
N -1.21 -0.19 -0.47
O -0.56 -0.01 0.61
O 2.38 -1.97 -0.20
*
```

Computed properties:
frontier orbital gap = 9.31 eV
E_HOMO = -9.50 eV

How positive or negative is each atom? The Mulliken charges in e answer that: atom 1 (C): -0.43, atom 2 (C): 0.59, atom 3 (C): 0.01, atom 4 (C): -0.52, atom 5 (C): -0.17, atom 6 (H): 0.31, atom 7 (H): 0.36, atom 8 (H): 0.27, atom 9 (H): 0.31, atom 10 (H): 0.34, atom 11 (N): -0.51, atom 12 (O): -0.07, atom 13 (O): -0.49

=====

(c)
The following is a quantum chemistry calculation of a cluster of 2 separate species, C5H5NO2 in total, from OMol25.

Geometry as ORCA input:
```
! RIJCOSX wB97M-V def2-TZVPD def2/J DEFGRID3
* xyz 0 1
C 0.90 -1.59 -0.47
C 0.08 -0.95 0.60
C -0.31 1.31 -0.16
C 0.15 2.26 0.61
N -1.05 0.87 -1.12
C -1.99 0.04 -0.83
O 0.11 -1.02 1.77
O -1.85 -0.98 -0.16
H 1.92 -1.24 -0.36
H 0.87 -2.68 -0.31
H 0.52 -1.34 -1.45
H -0.29 3.25 0.58
H 0.95 2.07 1.31
*
```

Computed properties:
frontier orbital gap (spin up / spin down) = 7.33 / 7.45 eV
E_HOMO (spin up / spin down) = -7.91 / -8.11 eV

How positive or negative is each atom? The Mulliken charges in e answer that: atom 1 (C): -0.87, atom 2 (C): 0.53, atom 3 (C): 0.51, atom 4 (C): -0.81, atom 5 (N): -0.35, atom 6 (C): 0.29, atom 7 (O): -0.38, atom 8 (O): -0.34, atom 9 (H): 0.30, atom 10 (H): 0.31, atom 11 (H): 0.31, atom 12 (H): 0.27, atom 13 (H): 0.24

=====

Most stable one: (a), least stable one: (b).

=====

(a)
The following is a quantum chemistry calculation of a structure of composition C3H9N2S, from OMol25.

Geometry as ORCA input:
```
! RIJCOSX wB97M-V def2-TZVPD def2/J DEFGRID3
* xyz 1 1
C 1.65 0.56 -0.03
C -0.83 1.48 -0.20
C 0.45 -1.28 -0.95
N -1.65 -0.66 0.85
N 1.19 -0.65 0.04
S -1.44 0.04 -0.64
H 1.90 1.05 -1.02
H 2.28 0.88 0.84
H -0.65 1.78 0.82
H -0.50 2.12 -1.03
H 0.69 -0.90 -1.94
H 0.23 -2.38 -1.10
H -2.08 -1.62 0.62
H 1.35 -1.06 1.04
H -2.28 -0.03 1.38
*
```

Computed properties:
frontier orbital gap (spin up / spin down) = 8.91 / 8.91 eV
E_HOMO (spin up / spin down) = -12.76 / -12.76 eV

How positive or negative is each atom? The Mulliken charges in e answer that: atom 1 (C): -0.45, atom 2 (C): -0.65, atom 3 (C): -0.63, atom 4 (N): -0.52, atom 5 (N): 0.00, atom 6 (S): 0.24, atom 7 (H): 0.28, atom 8 (H): 0.30, atom 9 (H): 0.41, atom 10 (H): 0.38, atom 11 (H): 0.31, atom 12 (H): 0.37, atom 13 (H): 0.30, atom 14 (H): 0.33, atom 15 (H): 0.32

=====

(b)
The following is a quantum chemistry calculation of the ion C3H9N2S with charge +1, from OMol25.

Geometry as ORCA input:
```
! RIJCOSX wB97M-V def2-TZVPD def2/J DEFGRID3
* xyz 1 1
C 0.94 0.70 0.92
C 0.94 -0.67 0.12
C -1.25 0.11 -0.73
N -0.43 1.02 1.19
N 0.10 -0.30 -1.14
S -2.38 -1.11 -0.13
H 1.45 0.63 1.79
H 1.35 1.54 0.34
H 2.06 -0.96 -0.25
H 0.43 -1.49 0.84
H -1.49 0.96 -1.23
H -0.64 0.33 1.86
H 0.67 0.41 -1.67
H 0.12 -1.06 -1.83
H -3.46 -0.28 -0.39
*
```

Computed properties:
frontier orbital gap (spin up / spin down) = 8.73 / 8.32 eV
E_HOMO (spin up / spin down) = -13.31 / -12.74 eV

How positive or negative is each atom? The Mulliken charges in e answer that: atom 1 (C): -0.56, atom 2 (C): -0.47, atom 3 (C): -0.30, atom 4 (N): -0.48, atom 5 (N): -0.23, atom 6 (S): -0.09, atom 7 (H): 0.47, atom 8 (H): 0.32, atom 9 (H): 0.34, atom 10 (H): 0.29, atom 11 (H): 0.44, atom 12 (H): 0.29, atom 13 (H): 0.41, atom 14 (H): 0.37, atom 15 (H): 0.22

=====

(c)
The following is a quantum chemistry calculation of a cluster of 2 separate species, C3H9N2S in total, from OMol25.

Geometry as ORCA input:
```
! RIJCOSX wB97M-V def2-TZVPD def2/J DEFGRID3
* xyz 1 1
C -0.67 -0.65 -0.67
C 0.30 -1.62 -0.71
C -0.20 1.59 2.05
N -0.81 0.38 -1.55
N 1.26 -1.74 -1.66
S 0.81 2.63 2.86
H -0.07 1.51 0.98
H 0.34 -2.33 0.09
H -1.37 -0.67 0.14
H -0.96 1.01 2.54
H -1.69 0.87 -1.58
H 1.19 -1.22 -2.52
H -0.30 0.36 -2.42
H 1.83 -2.56 -1.66
H 0.33 2.44 4.10
*
```

Computed properties:
frontier orbital gap (spin up / spin down) = 9.95 / 3.61 eV
E_HOMO (spin up / spin down) = -13.12 / -10.08 eV

How positive or negative is each atom? The Mulliken charges in e answer that: atom 1 (C): -0.26, atom 2 (C): 0.07, atom 3 (C): -0.35, atom 4 (N): -0.34, atom 5 (N): -0.33, atom 6 (S): -0.09, atom 7 (H): 0.16, atom 8 (H): 0.36, atom 9 (H): 0.42, atom 10 (H): 0.30, atom 11 (H): 0.28, atom 12 (H): 0.18, atom 13 (H): 0.17, atom 14 (H): 0.26, atom 15 (H): 0.17

=====

Most stable one: (c), least stable one: (b).

=====

(a)
The following is a quantum chemistry calculation of a cluster of 21 separate species, H42O21 in total, from OMol25.

Geometry as ORCA input:
```
! RIJCOSX wB97M-V def2-TZVPD def2/J DEFGRID3
* xyz 0 1
O 1.89 2.64 -0.21
H 2.58 3.32 -0.06
H 2.60 1.96 -0.15
O -1.50 0.47 -0.87
H -1.11 0.50 0.00
H -2.45 0.62 -0.79
O 3.14 1.24 -3.28
H 3.07 0.84 -4.15
H 2.29 1.65 -3.10
O 2.03 -4.55 -0.69
H 1.13 -4.97 -0.67
H 1.79 -3.75 -1.25
O 2.35 -2.48 -2.37
H 3.32 -2.45 -2.45
H 2.02 -2.05 -3.17
O -2.72 -3.44 -1.38
H -3.31 -2.95 -0.80
H -2.80 -4.34 -1.02
O -1.82 3.42 -2.06
H -2.68 3.62 -2.46
H -1.40 4.28 -2.00
O 3.27 -3.27 2.66
H 3.54 -3.80 1.90
H 2.35 -3.11 2.35
O 1.06 1.91 2.13
H 0.95 2.88 2.20
H 1.65 1.81 2.90
O 2.52 -0.61 4.48
H 1.67 -0.49 4.03
H 2.95 -1.46 4.30
O -1.82 2.82 1.53
H -1.38 2.37 0.80
H -1.60 2.36 2.35
O 0.70 4.66 1.79
H -0.14 4.82 2.20
H 0.87 4.30 0.92
O -1.01 -2.31 -0.01
H -1.57 -1.58 -0.32
H -0.21 -2.13 -0.52
O -3.82 -0.67 -1.93
H -4.53 -1.30 -2.05
H -3.81 0.11 -2.49
O -0.44 -0.31 3.12
H -0.29 -0.62 2.22
H -0.09 0.59 3.15
O -0.33 0.16 -5.38
H 0.62 0.06 -5.48
H -0.47 0.96 -4.85
O 0.61 -3.56 1.71
H 0.21 -2.70 1.40
H 0.85 -3.84 0.81
O -2.80 -0.49 2.25
H -2.40 -1.25 2.69
H -2.86 0.17 2.95
O 0.09 0.29 -2.91
H -0.81 -0.03 -2.92
H 0.10 1.13 -2.44
O 3.28 0.26 1.48
H 2.86 0.30 2.38
H 4.06 -0.29 1.67
O -4.17 2.63 0.20
H -3.47 2.41 0.85
H -4.65 3.22 0.79
*
```

Computed properties:
frontier orbital gap = 10.30 eV
E_HOMO = -10.45 eV

How positive or negative is each atom? The Mulliken charges in e answer that: atom 1 (O): -0.57, atom 2 (H): 0.32, atom 3 (H): 0.23, atom 4 (O): 0.09, atom 5 (H): -0.01, atom 6 (H): 0.14, atom 7 (O): -0.58, atom 8 (H): 0.27, atom 9 (H): 0.30, atom 10 (O): -0.72, atom 11 (H): 0.39, atom 12 (H): 0.44, atom 13 (O): -0.64, atom 14 (H): 0.27, atom 15 (H): 0.30, atom 16 (O): -0.58, atom 17 (H): 0.28, atom 18 (H): 0.29, atom 19 (O): -0.50, atom 20 (H): 0.26, atom 21 (H): 0.26, atom 22 (O): -0.64, atom 23 (H): 0.27, atom 24 (H): 0.46, atom 25 (O): -0.55, atom 26 (H): 0.27, atom 27 (H): 0.32, atom 28 (O): -0.66, atom 29 (H): 0.38, atom 30 (H): 0.31, atom 31 (O): -0.65, atom 32 (H): 0.24, atom 33 (H): 0.32, atom 34 (O): -0.71, atom 35 (H): 0.31, atom 36 (H): 0.32, atom 37 (O): -0.66, atom 38 (H): 0.25, atom 39 (H): 0.34, atom 40 (O): -0.57, atom 41 (H): 0.26, atom 42 (H): 0.26, atom 43 (O): -0.62, atom 44 (H): 0.32, atom 45 (H): 0.30, atom 46 (O): -0.60, atom 47 (H): 0.27, atom 48 (H): 0.33, atom 49 (O): -0.75, atom 50 (H): 0.34, atom 51 (H): 0.35, atom 52 (O): -0.57, atom 53 (H): 0.31, atom 54 (H): 0.28, atom 55 (O): -0.69, atom 56 (H): 0.28, atom 57 (H): 0.25, atom 58 (O): -0.52, atom 59 (H): 0.28, atom 60 (H): 0.27, atom 61 (O): -0.58, atom 62 (H): 0.34, atom 63 (H): 0.29

=====

(b)
The following is a quantum chemistry calculation of a cluster of 21 separate species, H42O21 in total, from OMol25.

Geometry as ORCA input:
```
! RIJCOSX wB97M-V def2-TZVPD def2/J DEFGRID3
* xyz 0 1
O 1.72 -0.35 -0.53
H 1.15 -0.47 0.25
H 1.27 0.55 -0.65
O 3.02 -3.21 1.19
H 2.22 -2.95 0.72
H 2.92 -2.95 2.11
O -1.34 3.83 0.00
H -1.95 4.34 0.57
H -1.67 2.94 0.23
O 4.51 -0.90 0.25
H 3.93 -1.49 0.74
H 5.38 -1.25 0.08
O -1.24 -1.21 0.16
H -0.61 -1.98 0.29
H -2.13 -1.52 0.37
O 0.10 -0.54 2.29
H -0.58 -0.08 2.81
H -0.62 -0.74 1.60
O 0.45 -3.59 0.14
H 0.21 -4.21 0.82
H 0.26 -3.47 -0.81
O -3.28 1.26 2.63
H -3.45 1.69 1.77
H -2.81 0.49 2.30
O 2.40 -1.45 3.11
H 1.58 -1.48 3.62
H 2.48 -0.52 2.86
O 4.58 1.44 1.41
H 3.71 1.14 1.09
H 5.22 0.94 0.88
O 1.51 1.99 1.55
H 1.65 2.31 0.65
H 0.71 1.47 1.68
O -4.42 -0.60 -1.23
H -3.90 -1.41 -1.08
H -3.78 -0.11 -1.78
O -3.36 1.39 -0.07
H -2.62 0.77 -0.12
H -3.93 0.92 -0.74
O -1.95 0.61 -2.04
H -1.06 0.34 -1.77
H -1.92 1.53 -2.30
O -0.49 -2.69 -2.31
H -0.10 -1.80 -2.25
H -0.12 -3.14 -3.08
O 3.71 -0.11 -2.24
H 3.96 -0.26 -1.28
H 3.50 -1.03 -2.45
O 1.51 3.70 -0.73
H 2.31 4.06 -0.34
H 0.81 4.11 -0.16
O -3.62 -1.18 1.65
H -4.37 -1.23 1.05
H -3.91 -0.76 2.47
O -2.83 -3.54 -0.02
H -3.52 -3.56 -0.70
H -2.04 -4.06 -0.22
O -0.38 4.47 -2.76
H -1.26 4.23 -3.09
H -0.40 4.06 -1.87
O 0.71 1.50 -2.07
H 1.66 1.36 -2.31
H 0.52 2.40 -2.34
*
```

Computed properties:
frontier orbital gap = 9.83 eV
E_HOMO = -10.17 eV

How positive or negative is each atom? The Mulliken charges in e answer that: atom 1 (O): -0.17, atom 2 (H): -0.12, atom 3 (H): 0.35, atom 4 (O): -0.76, atom 5 (H): 0.41, atom 6 (H): 0.39, atom 7 (O): -0.59, atom 8 (H): 0.28, atom 9 (H): 0.33, atom 10 (O): -0.60, atom 11 (H): 0.29, atom 12 (H): 0.24, atom 13 (O): 0.13, atom 14 (H): 0.08, atom 15 (H): 0.06, atom 16 (O): -0.40, atom 17 (H): 0.39, atom 18 (H): 0.23, atom 19 (O): -0.68, atom 20 (H): 0.25, atom 21 (H): 0.37, atom 22 (O): -0.72, atom 23 (H): 0.37, atom 24 (H): 0.35, atom 25 (O): -0.66, atom 26 (H): 0.27, atom 27 (H): 0.31, atom 28 (O): -0.65, atom 29 (H): 0.35, atom 30 (H): 0.34, atom 31 (O): -0.62, atom 32 (H): 0.36, atom 33 (H): 0.31, atom 34 (O): -0.76, atom 35 (H): 0.29, atom 36 (H): 0.42, atom 37 (O): -0.65, atom 38 (H): 0.30, atom 39 (H): 0.31, atom 40 (O): -0.56, atom 41 (H): 0.12, atom 42 (H): 0.24, atom 43 (O): -0.66, atom 44 (H): 0.36, atom 45 (H): 0.26, atom 46 (O): -0.67, atom 47 (H): 0.44, atom 48 (H): 0.29, atom 49 (O): -0.62, atom 50 (H): 0.26, atom 51 (H): 0.34, atom 52 (O): -0.59, atom 53 (H): 0.26, atom 54 (H): 0.31, atom 55 (O): -0.57, atom 56 (H): 0.30, atom 57 (H): 0.28, atom 58 (O): -0.59, atom 59 (H): 0.31, atom 60 (H): 0.17, atom 61 (O): -0.63, atom 62 (H): 0.26, atom 63 (H): 0.27

=====

(c)
The following is a quantum chemistry calculation of a cluster of 21 separate species, H42O21 in total, from OMol25.

Geometry as ORCA input:
```
! RIJCOSX wB97M-V def2-TZVPD def2/J DEFGRID3
* xyz 0 1
O 0.90 0.76 2.87
H 1.78 0.48 2.66
H 0.75 0.97 3.80
O 1.45 -1.54 -0.72
H 0.99 -0.72 -0.50
H 1.87 -1.90 0.10
O -0.36 -1.64 2.02
H 0.07 -0.76 1.91
H -0.66 -1.98 1.16
O 2.24 3.00 -1.78
H 3.04 2.84 -2.29
H 1.64 2.23 -1.85
O 2.01 -3.82 1.56
H 1.64 -4.67 1.71
H 1.30 -3.18 1.95
O -0.14 -3.59 3.92
H 0.30 -3.44 4.76
H -0.61 -2.82 3.64
O -1.21 -0.58 -2.55
H -2.08 -0.66 -2.09
H -0.78 -1.43 -2.52
O 0.73 -0.57 -4.99
H -0.10 -0.88 -4.62
H 1.21 -1.28 -5.32
O 2.30 0.02 -2.57
H 1.72 -0.19 -3.32
H 2.30 -0.77 -1.99
O -0.85 -3.41 -2.59
H -1.43 -3.74 -1.86
H 0.06 -3.49 -2.23
O 4.81 -3.31 2.23
H 4.80 -3.30 3.17
H 3.96 -3.72 1.97
O -2.18 -3.27 -0.11
H -2.71 -2.52 -0.26
H -2.72 -3.90 0.42
O -1.07 2.67 1.61
H -0.42 3.33 1.48
H -0.47 1.99 2.01
O 0.37 4.65 -0.45
H 0.78 5.49 -0.58
H 1.01 4.04 -0.83
O -2.54 1.76 -0.57
H -2.00 2.16 0.12
H -3.32 2.31 -0.77
O -0.90 1.49 5.16
H -0.33 1.42 5.93
H -1.55 0.75 5.38
O -3.48 -0.64 -0.71
H -3.23 0.28 -0.52
H -4.44 -0.64 -0.65
O 3.35 -0.13 1.88
H 3.42 -0.09 0.90
H 4.11 -0.68 2.06
O -4.05 3.33 -2.19
H -3.18 3.68 -2.36
H -4.66 4.10 -2.26
O -1.26 4.36 -2.92
H -0.81 4.44 -2.07
H -1.14 3.45 -3.19
O 0.21 1.03 -0.63
H -0.33 1.62 -0.14
H -0.16 0.58 -1.39
*
```

Computed properties:
frontier orbital gap = 10.21 eV
E_HOMO = -10.26 eV

How positive or negative is each atom? The Mulliken charges in e answer that: atom 1 (O): -0.55, atom 2 (H): 0.27, atom 3 (H): 0.30, atom 4 (O): -0.57, atom 5 (H): 0.34, atom 6 (H): 0.20, atom 7 (O): -0.46, atom 8 (H): 0.22, atom 9 (H): 0.34, atom 10 (O): -0.74, atom 11 (H): 0.28, atom 12 (H): 0.33, atom 13 (O): -0.66, atom 14 (H): 0.26, atom 15 (H): 0.40, atom 16 (O): -0.61, atom 17 (H): 0.29, atom 18 (H): 0.28, atom 19 (O): -0.66, atom 20 (H): 0.25, atom 21 (H): 0.37, atom 22 (O): -0.66, atom 23 (H): 0.31, atom 24 (H): 0.30, atom 25 (O): -0.58, atom 26 (H): 0.35, atom 27 (H): 0.36, atom 28 (O): -0.73, atom 29 (H): 0.33, atom 30 (H): 0.32, atom 31 (O): -0.64, atom 32 (H): 0.29, atom 33 (H): 0.36, atom 34 (O): -0.60, atom 35 (H): 0.35, atom 36 (H): 0.29, atom 37 (O): -0.76, atom 38 (H): 0.28, atom 39 (H): 0.31, atom 40 (O): -0.62, atom 41 (H): 0.28, atom 42 (H): 0.43, atom 43 (O): -0.78, atom 44 (H): 0.32, atom 45 (H): 0.36, atom 46 (O): -0.65, atom 47 (H): 0.31, atom 48 (H): 0.33, atom 49 (O): -0.65, atom 50 (H): 0.43, atom 51 (H): 0.25, atom 52 (O): -0.69, atom 53 (H): 0.27, atom 54 (H): 0.32, atom 55 (O): -0.66, atom 56 (H): 0.40, atom 57 (H): 0.30, atom 58 (O): -0.74, atom 59 (H): 0.38, atom 60 (H): 0.32, atom 61 (O): 0.09, atom 62 (H): -0.19, atom 63 (H): 0.40

=====

Most stable one: (c), least stable one: (a).